The following is a DFT calculation (ωB97M-V/def2-TZVPD) of a molecular structure, C55H83BBr2CaCl9F5N4O7P in a non-equilibrium geometry.

Properties
energy = -373444.409 eV
LUMO level = -0.2652 Eh
HOMO-LUMO gap = 0.06795 Eh

Structure (ORCA input):
```
! RIJCOSX wB97M-V def2-TZVPD def2/J DEFGRID3
* xyz 1 1
H 2.598 1.156 1.882
C 6.030 4.845 -6.232
C -2.254 1.682 -3.955
H 3.550 -0.569 5.331
N -0.539 -1.841 1.609
H -9.239 -13.901 4.248
Cl 4.536 5.162 -5.334
H 3.020 -1.694 2.541
Cl -0.794 -4.999 1.640
C 5.069 -2.606 -1.193
H -4.670 0.183 -1.975
C 4.181 3.129 2.545
H -10.979 -14.115 4.093
H 6.627 4.154 -5.652
N -1.709 -1.629 0.933
C 5.983 2.723 0.071
C 2.103 1.733 2.657
H 6.242 4.300 1.511
C -2.944 0.587 -3.147
H -6.420 -2.320 3.525
Cl -1.617 -6.116 -0.891
C -3.041 1.716 -0.095
H -0.829 0.204 -4.486
C 5.787 -0.173 -0.871
C 0.198 1.581 -3.253
H 3.805 11.929 -1.858
H -2.811 1.873 -4.862
H 3.863 2.964 1.520
Cl 6.957 6.331 -6.441
H 5.632 1.534 2.573
F 6.373 -1.732 6.620
H 5.450 -3.621 -1.174
C -6.011 -2.243 0.148
C -0.117 -0.638 2.047
H -11.862 -7.903 1.818
H -11.343 -12.624 6.076
H 5.849 0.022 0.194
H 2.326 1.870 -3.515
H 2.385 6.720 -11.455
F 4.106 -2.014 6.365
H 5.655 8.543 -1.467
C -5.838 -1.916 1.491
C -9.937 -5.940 3.790
H 4.480 -1.088 1.450
H 3.191 5.147 -11.440
H 1.353 6.173 -9.221
H -3.903 0.170 1.126
C -7.457 -3.555 2.126
F 5.153 -2.832 8.228
C -3.985 2.065 -1.247
C 6.221 -1.610 -1.110
C -6.917 -3.226 -0.203
H 5.449 -2.532 1.462
Br 5.048 6.599 -0.071
C -4.159 1.061 -2.373
H -8.433 -8.922 3.661
C 3.968 -2.467 -0.134
H -0.181 -2.780 1.805
P 1.863 -1.849 3.302
H 3.664 1.701 4.121
C 2.781 5.935 -10.814
C 1.684 5.414 -9.924
O -10.348 -12.260 3.625
H 8.476 13.523 -1.563
C 6.292 6.883 -2.646
C -9.292 -11.458 3.590
H 6.126 1.231 -2.478
C 7.085 2.050 -0.730
H -9.597 -12.475 6.275
C -9.428 -5.588 1.455
H 6.647 14.913 -0.655
C 5.112 13.515 -1.191
O -8.786 -5.199 -0.789
H 0.836 5.106 -10.534
H 5.349 6.487 -3.001
C 4.450 -2.163 1.277
O -8.237 -11.631 4.142
Br 7.537 5.385 -2.571
H 7.115 7.756 -0.841
H -10.558 -6.751 0.060
Ca -3.730 0.920 2.903
O 3.965 -0.200 4.532
C 1.599 1.085 -3.666
H -4.853 1.501 -3.081
H 5.650 3.593 -0.485
H -11.455 -7.390 4.197
H 2.705 3.212 4.077
C -10.389 -13.127 5.911
C -1.896 -0.306 0.937
O -9.592 -10.414 2.808
C -7.645 -3.879 0.785
H 7.462 3.067 1.618
H -7.068 -3.496 -1.239
C -3.146 0.258 0.339
H 4.740 -0.035 -1.136
C -8.554 -9.441 2.711
H -2.219 0.043 -2.541
H -3.324 -0.134 -3.865
Cl -2.876 -6.983 1.552
H -3.626 2.997 -1.672
H -0.099 1.050 -2.349
H -2.191 2.580 -3.343
H -5.449 -1.735 -0.627
H 1.470 2.474 2.174
C 5.603 2.617 2.631
H 3.242 -1.731 -0.481
H 5.109 2.082 0.171
H 0.300 1.317 3.791
H 3.789 -2.567 2.023
C 6.640 0.876 -1.589
C 6.399 3.225 1.473
C 5.862 11.537 -2.272
H 6.067 2.951 3.554
H -5.121 -1.146 1.778
H 2.191 -1.617 4.622
H -9.756 -5.708 4.830
H 4.600 -2.465 -2.166
C -2.159 -5.627 0.710
C 7.176 11.951 -2.205
C -0.821 1.283 -4.338
F 5.514 -3.821 6.189
H 1.599 0.818 -4.715
Cl 2.191 3.985 -8.982
Cl 4.122 6.647 -9.882
H 4.165 4.198 2.729
H 1.796 0.555 4.395
H 6.706 7.556 -3.394
O -7.984 -3.998 4.370
C -10.388 -6.526 1.104
H 4.310 14.121 -0.793
H 6.771 -1.671 -2.044
H 0.216 2.650 -3.068
H -2.311 -2.360 0.574
O 1.130 -3.116 3.096
H -10.373 -14.047 6.493
H -3.375 2.362 0.734
C 4.821 12.293 -1.779
H 7.467 2.808 -1.406
C 6.160 7.594 -1.329
C 6.425 13.959 -1.112
H -3.456 -0.411 -0.451
C 7.453 13.178 -1.620
F 5.586 10.338 -2.844
B 5.323 -2.612 6.867
H 7.541 0.389 -1.950
C 1.225 0.827 3.516
C -11.116 -7.169 2.091
H 6.912 -1.912 -0.331
H -0.528 1.769 -5.260
Cl 5.663 4.110 -7.784
Cl -3.398 -4.348 0.527
H 1.884 0.208 -3.101
H 7.961 11.323 -2.604
C -8.207 -4.267 3.211
C 3.172 2.435 3.474
C -10.889 -6.879 3.431
H 7.907 1.750 -0.088
H -4.968 2.296 -0.851
H 3.440 -3.416 -0.103
H -8.867 -8.732 1.952
H -7.609 -9.893 2.417
N -0.950 0.339 1.577
C -10.204 -13.437 4.442
C -6.554 -2.563 2.479
H -2.010 1.998 -0.255
C -9.207 -5.287 2.806
N 0.886 -0.484 2.875
C -8.643 -4.925 0.381
*
```


The following is a DFT calculation (ωB97M-V/def2-TZVPD) of 8 unconnected molecules or ions with the total composition C55H86ClN5O21Si in a non-equilibrium geometry.

Properties
energy = -129280.210 eV
LUMO level = -0.0169 Eh
SMILES string = CC[C@@H](Cl)c1c(CCCCCCOC(C)=O)c(CCO[Si](C)(C)C)c2c(c1CON=O)C(=O)N(CC(N)(N)N)C2=O.O=C1CCCO1.O=C1CCCO1.O=C1CCCO1.O=C1CCCO1.O=C1CCCO1.O=C1CCCO1.O=C1CCCO1
HOMO-LUMO gap = 0.31292 Eh

Structure (ORCA input):
```
! RIJCOSX wB97M-V def2-TZVPD def2/J DEFGRID3
* xyz 0 1
C 4.083 3.072 0.145
H 7.956 -4.047 13.035
H -2.622 -4.737 -1.143
C -0.957 2.163 -4.401
C 4.470 3.588 1.516
H 2.285 0.273 2.603
H -2.910 5.996 -4.267
H -7.756 0.235 -3.998
H 1.587 -0.678 8.884
C -0.883 4.098 -1.448
C -0.976 -2.454 -3.193
H -3.026 5.913 -2.516
H 4.561 -0.027 -1.330
H 0.425 5.175 -5.035
C 7.096 1.899 5.485
C 4.968 0.253 -3.277
H 1.264 4.274 -3.792
C -5.681 0.615 -4.522
C -11.281 -0.628 -0.522
H -1.772 6.919 -3.229
H 0.387 -4.863 -3.078
N 4.831 1.702 -3.103
H 6.203 5.165 -0.819
H 6.881 -2.842 13.775
H 2.301 -2.976 8.413
H 3.339 -0.514 -2.292
O -0.550 -6.605 -5.999
H -1.173 -2.095 -0.493
H -13.167 -1.725 -0.393
C -0.349 -0.090 -3.343
H 7.563 -1.122 12.257
H -3.687 1.203 -2.793
C 5.961 4.336 -0.159
O 6.957 3.033 3.321
H 5.035 -2.467 8.577
Cl -3.559 -3.442 -3.392
O -5.196 -4.462 -7.986
C -3.481 0.261 -3.306
H -5.953 0.178 -5.484
H -10.729 -1.560 -0.620
O -1.810 3.256 -4.078
C 6.205 3.794 6.582
C 7.320 -3.182 12.842
O -7.445 -0.040 -1.594
C 0.511 5.051 -3.952
O 6.225 4.053 5.162
H 3.583 3.872 2.079
H -5.771 1.159 -1.957
H 0.022 3.489 -1.391
C -2.323 5.987 -3.350
C 1.164 -1.834 -4.074
H 6.842 3.705 -0.040
H 5.299 4.226 6.998
O 0.011 -4.772 -5.111
C -12.575 0.721 0.946
C 6.771 3.008 4.506
H -13.049 -0.687 -1.826
H -1.492 1.520 -5.101
H 0.842 5.981 -3.492
H 1.761 -4.342 -4.055
C -11.262 -0.036 0.886
H -2.287 0.031 -1.545
H -1.552 -3.348 0.694
H 5.269 1.857 6.633
C 0.685 -4.264 -3.939
C 7.817 -2.503 10.626
H 6.829 0.934 5.062
H -5.343 -0.826 0.872
H 3.995 1.887 -2.562
H 5.005 2.800 2.042
H 8.566 -3.216 10.275
H 1.650 -0.636 7.113
C 0.857 -0.497 -3.873
H 2.720 2.277 1.352
H 6.689 1.947 7.658
H 6.131 4.973 1.930
H 4.695 2.142 -4.005
H 3.225 -2.446 7.009
N 3.026 -0.592 -4.646
C -3.293 -4.871 -6.669
C 0.766 3.088 1.754
H 4.771 5.671 1.044
H -3.155 -1.416 -1.948
C 2.230 -0.821 8.014
H 8.170 1.922 5.680
O -7.806 -0.415 0.562
C 8.049 -2.081 12.072
C -1.827 -4.013 -1.318
H 6.907 0.544 -3.848
H -0.061 2.511 -4.916
H 0.898 3.753 0.905
H 4.981 -1.187 -4.888
O 2.158 1.512 -4.307
H -2.909 0.516 -4.198
O 0.417 0.769 1.896
C -6.972 0.955 -3.762
C 6.231 -3.603 11.872
C 4.168 -1.883 8.866
C -4.770 -0.397 -3.792
H -10.422 0.632 1.048
H -5.061 -6.508 -8.185
O -1.086 1.904 0.691
C -4.538 -4.031 -6.883
O 3.185 2.319 -0.140
H -10.854 0.088 -1.226
C -6.816 1.086 -2.250
H 7.771 -1.665 9.934
O 3.192 -2.863 -4.987
H -1.716 3.515 -1.062
H -2.456 -4.244 -6.376
C 2.037 0.314 -4.279
H -5.304 -0.881 -2.975
N 4.347 -0.492 -2.205
H 3.986 -2.017 9.933
H 0.376 1.785 -2.776
N 0.098 -6.165 -5.136
H -3.500 -5.588 -5.873
H -1.315 1.568 -2.352
C -2.582 -0.608 -2.383
C 6.270 2.277 6.715
H 2.612 2.982 2.967
H -0.735 4.994 -0.843
H 4.658 0.450 -5.438
H -0.882 -4.558 -1.207
H -4.615 -5.569 -9.622
O 6.537 -3.160 10.629
H -2.862 -2.537 -0.109
H -4.892 -0.071 -0.658
O -4.940 -3.131 -6.207
C 5.375 4.771 1.178
C 4.449 -0.271 -4.646
C -4.539 -5.616 -8.538
C -12.775 -0.780 -0.777
C 4.407 -0.413 8.604
O 5.244 -4.239 12.093
N 6.409 -0.024 -3.172
O 5.394 0.232 8.824
H -5.114 1.520 -4.748
C 2.553 -1.912 -4.627
H -2.510 -4.904 -8.676
H -2.619 -6.518 -7.978
H -7.343 1.917 -4.127
H -7.341 1.975 -1.899
O -13.394 0.294 -0.050
H 0.261 3.624 2.561
H -5.444 -1.748 -0.664
O -12.915 1.557 1.729
C -1.850 -2.914 -0.262
C -1.289 -1.088 -2.999
C -0.097 1.904 1.362
H 1.232 1.116 3.757
H -11.272 -0.807 1.658
C -0.577 1.382 -3.126
C 0.269 -2.830 -3.743
H 6.591 -1.000 -3.378
C 2.927 -2.177 8.024
C -1.879 -3.612 -2.800
C 1.559 1.075 2.715
H 9.103 -1.979 12.321
C -5.575 -0.775 -0.187
O 4.926 3.550 -0.781
Si -1.147 4.532 -3.247
O 3.295 0.149 8.077
C 2.063 2.423 2.211
H 7.069 4.289 7.029
H -1.524 -4.471 -3.356
C -7.020 -0.372 -0.343
C -3.104 -5.546 -8.025
H -4.497 -1.159 -4.519
*
```